{"formula": "C5H6N2O", "method": "the ωB97M-V functional and the def2-TZVPD basis", "lumo_ev": [0.17, 0.17], "relative_energy_kj_mol": 387.6, "e_tot_ha": -378.72331, "homo_ev": [-7.9, -7.9], "species": ["C", "C", "C", "C", "C", "N", "N", "O", "H", "H", "H", "H", "H", "H"], "coordinates": [[0.0959, -1.0283, 0.8414], [-2.0278, 0.4612, -0.6274], [0.7673, 0.0161, 0.3760], [-0.3654, 0.9689, -0.2697], [2.1773, 0.3809, 0.0048], [-1.1952, -1.3623, 0.6665], [-2.1303, -0.7369, -0.0906], [-0.0206, 2.0374, -0.6251], [0.6253, -1.9428, 1.2541], [-2.6741, 1.0167, -1.1648], [2.6625, 1.1127, 0.6906], [2.2862, 0.8436, -0.9317], [2.7649, -0.4556, -0.0558], [-2.9660, -1.3117, -0.0683]], "lowdin_charge": [-0.191, 0.110, -0.160, -0.245, -0.047, -0.019, -0.041, 0.039, 0.130, 0.059, 0.101, 0.064, 0.044, 0.156]}